(1)
The following is a quantum chemistry calculation of one molecule with the formula C7H5F2NOS at a distorted geometry, from OMol25.

ORCA input file:
```
! RIJCOSX wB97M-V def2-TZVPD def2/J DEFGRID3
* xyz 0 1
C 1.957 0.735 -0.889
C 2.361 0.260 0.366
C 0.677 0.660 -1.385
C 1.326 -0.125 1.213
C -0.267 -0.022 -0.643
C 0.070 -0.385 0.661
C -1.911 -0.307 -0.939
N -0.873 -1.044 1.394
O -3.150 0.388 1.309
F -2.597 0.699 -1.460
F -1.927 -1.303 -1.798
S -2.532 -0.878 0.813
H 2.518 1.263 -1.644
H 3.304 0.292 0.811
H 0.340 0.996 -2.393
H 1.620 -0.336 2.186
H -0.916 -0.892 2.398
*
```

Results
Orbital gap = 9.24 eV
HOMO energy = -8.78 eV

=====

(2)
The following is a quantum chemistry calculation of a 12-piece molecular cluster, C83H164F18N6O15 overall at a distorted geometry, from OMol25.

ORCA input file:
```
! RIJCOSX wB97M-V def2-TZVPD def2/J DEFGRID3
* xyz 0 1
C 18.855 26.088 10.154
C 17.462 25.752 10.592
C 17.147 26.203 12.023
C 15.917 25.428 12.533
N 15.632 25.558 14.067
C 14.414 24.650 14.411
C 14.575 24.532 15.896
C 16.077 24.351 16.113
C 16.767 24.947 14.897
C 15.394 26.983 14.471
C 14.425 27.839 13.605
C 14.691 29.309 14.006
H 19.132 27.019 10.661
H 18.952 26.247 9.075
H 19.508 25.260 10.372
H 17.290 24.686 10.426
H 16.721 26.224 9.941
H 17.026 27.292 12.013
H 18.007 25.960 12.642
H 16.190 24.414 12.416
H 15.034 25.667 11.950
H 13.481 25.170 14.147
H 14.488 23.723 13.833
H 14.203 25.428 16.382
H 13.902 23.756 16.272
H 16.420 24.804 17.025
H 16.148 23.250 16.154
H 17.444 25.776 15.106
H 17.182 24.150 14.263
H 16.399 27.440 14.403
H 15.226 27.003 15.545
H 13.413 27.505 13.815
H 14.572 27.754 12.533
H 15.664 29.566 13.633
H 14.634 29.496 15.085
H 13.941 29.981 13.627
C 12.971 22.698 21.356
C 13.432 24.151 21.413
C 12.199 25.122 21.517
C 12.538 26.541 21.543
N 11.396 27.482 22.007
C 11.714 28.897 21.591
C 12.747 29.422 22.642
C 12.691 28.450 23.824
C 11.467 27.620 23.525
C 9.964 27.012 21.553
C 9.742 26.974 20.013
C 8.569 26.121 19.693
H 13.813 21.996 21.335
H 12.281 22.430 20.566
H 12.451 22.474 22.285
H 13.913 24.376 20.472
H 14.111 24.383 22.220
H 11.722 24.835 22.454
H 11.537 24.783 20.717
H 12.797 26.886 20.547
H 13.368 26.729 22.224
H 10.766 29.405 21.681
H 12.071 29.007 20.557
H 12.467 30.444 22.918
H 13.723 29.548 22.217
H 12.488 29.010 24.763
H 13.549 27.825 24.094
H 10.556 28.166 23.775
H 11.366 26.648 24.014
H 9.245 27.669 22.002
H 9.917 25.983 21.922
H 10.619 26.546 19.528
H 9.719 27.941 19.520
H 8.246 26.170 18.640
H 7.715 26.381 20.294
H 8.814 25.053 19.832
C 16.803 14.380 21.329
C 18.123 13.767 20.902
C 18.408 13.647 19.401
C 19.734 12.934 19.241
N 20.369 12.977 17.839
C 21.727 12.313 17.874
C 21.866 11.743 16.399
C 20.506 11.863 15.708
C 19.592 12.088 16.900
C 20.456 14.364 17.228
C 21.130 15.354 18.148
C 21.495 16.621 17.243
H 16.755 15.449 21.223
H 16.616 14.105 22.373
H 15.958 13.964 20.769
H 18.174 12.785 21.388
H 18.921 14.381 21.317
H 18.356 14.592 18.928
H 17.663 13.044 18.855
H 19.508 11.890 19.347
H 20.431 13.255 20.016
H 22.531 12.948 18.211
H 21.615 11.516 18.611
H 22.685 12.270 15.934
H 22.129 10.718 16.301
H 20.522 12.740 15.051
H 20.169 10.988 15.123
H 18.679 12.549 16.519
H 19.227 11.236 17.426
H 19.493 14.667 16.916
H 20.962 14.246 16.266
H 22.028 14.953 18.598
H 20.426 15.758 18.912
H 22.192 16.284 16.479
H 21.871 17.421 17.861
H 20.599 16.991 16.737
C 17.616 16.805 11.822
C 18.631 17.594 12.637
N 20.043 17.617 12.059
C 20.507 16.218 12.069
C 20.009 18.069 10.634
C 19.292 19.350 10.187
C 20.940 18.462 12.918
C 20.923 19.975 12.860
O 19.744 20.560 13.269
C 19.873 21.982 13.489
H 17.620 17.156 10.792
H 16.652 17.085 12.218
H 17.827 15.732 11.747
H 18.733 17.111 13.614
H 18.313 18.609 12.727
H 21.601 16.272 11.924
H 20.181 15.760 11.163
H 20.255 15.632 12.982
H 19.458 17.243 10.161
H 21.048 18.134 10.368
H 19.689 20.349 10.427
H 18.223 19.421 10.494
H 19.232 19.288 9.097
H 21.971 18.131 12.658
H 20.719 18.183 13.967
H 21.131 20.408 11.892
H 21.764 20.166 13.529
H 20.729 22.274 14.138
H 18.869 22.251 13.847
H 19.966 22.411 12.473
C 15.297 20.021 16.699
C 16.177 20.418 17.918
C 16.252 19.359 19.099
C 17.195 18.209 18.706
C 18.577 18.739 18.404
C 18.605 19.638 17.181
N 17.578 20.796 17.277
O 17.845 21.772 17.000
C 18.302 18.936 15.855
C 19.967 20.270 17.070
C 15.662 21.688 18.559
H 15.387 20.619 15.798
H 14.251 20.158 17.002
H 15.433 19.005 16.373
H 15.213 18.981 19.208
H 16.599 19.747 20.071
H 16.740 17.801 17.777
H 17.116 17.454 19.506
H 19.233 17.878 18.195
H 18.937 19.252 19.274
H 19.088 18.199 15.756
H 18.337 19.688 15.050
H 17.318 18.461 15.721
H 20.275 20.931 17.926
H 20.049 20.897 16.145
H 20.661 19.409 16.975
H 16.411 22.177 19.186
H 14.789 21.483 19.234
H 15.310 22.471 17.879
C 21.907 21.730 21.850
C 20.796 20.717 21.593
C 21.223 19.658 20.572
C 22.244 18.677 21.104
C 21.689 17.921 22.287
C 21.521 18.906 23.490
N 20.539 20.074 23.131
O 19.921 20.511 23.891
C 22.769 19.540 24.146
C 20.831 18.045 24.546
C 19.552 21.393 21.191
H 21.902 22.362 20.939
H 22.941 21.359 21.875
H 21.682 22.374 22.727
H 21.472 20.239 19.687
H 20.359 19.006 20.437
H 23.166 19.188 21.384
H 22.535 18.043 20.283
H 22.562 17.334 22.584
H 20.823 17.330 21.991
H 23.342 18.740 24.651
H 22.406 20.235 24.899
H 23.482 20.042 23.499
H 20.472 18.579 25.437
H 21.549 17.331 24.920
H 20.018 17.442 24.125
H 18.765 20.759 20.882
H 19.828 22.112 20.455
H 19.137 21.895 22.044
C 11.799 18.762 21.014
O 12.887 17.686 21.159
O 11.689 19.604 21.992
C 12.228 19.481 19.809
F 13.423 20.090 20.012
F 12.487 18.744 18.673
F 11.359 20.486 19.281
C 12.389 16.380 21.002
C 13.372 15.244 20.979
H 13.904 15.151 20.043
H 14.089 15.315 21.807
H 12.814 14.304 21.055
H 11.754 16.141 20.114
H 11.614 16.258 21.829
H 10.872 18.285 20.660
C 16.727 21.715 12.556
O 15.841 22.582 11.750
O 16.896 22.216 13.800
C 16.091 20.314 12.740
F 16.127 19.532 11.682
F 16.638 19.658 13.717
F 14.803 20.396 12.961
C 15.669 22.302 10.364
C 14.696 23.358 9.770
H 13.967 23.534 10.531
H 15.192 24.275 9.471
H 14.135 22.870 8.950
H 15.231 21.321 10.190
H 16.584 22.266 9.734
H 17.568 21.555 11.880
C 20.571 23.407 18.008
O 21.731 24.200 17.563
O 20.876 22.424 18.788
C 19.597 24.452 18.731
F 20.212 25.231 19.696
F 19.036 25.279 17.896
F 18.566 24.021 19.435
C 21.568 24.628 16.178
C 22.179 26.001 15.916
H 22.101 26.208 14.852
H 21.657 26.808 16.441
H 23.253 25.970 16.117
H 20.511 24.679 15.957
H 21.997 23.936 15.476
H 20.027 22.998 17.149
C 18.348 14.815 14.465
O 17.824 14.410 15.724
O 19.650 15.139 14.515
C 17.971 13.509 13.596
F 18.369 12.334 14.094
F 16.651 13.528 13.551
F 18.387 13.508 12.329
C 17.232 15.433 16.482
C 15.915 14.967 17.063
H 15.025 15.056 16.446
H 16.086 13.930 17.461
H 15.770 15.576 17.945
H 17.078 16.319 15.838
H 17.915 15.792 17.253
H 17.572 15.580 14.116
C 17.590 18.650 22.203
O 17.285 20.057 22.385
O 18.911 18.484 21.925
C 17.198 17.833 23.440
F 17.656 18.416 24.602
F 15.916 17.595 23.637
F 17.757 16.602 23.381
C 15.991 20.514 22.699
C 16.170 22.042 22.821
H 16.615 22.337 21.872
H 15.296 22.604 23.210
H 16.975 22.157 23.575
H 15.513 20.192 23.589
H 15.299 20.338 21.890
H 16.852 18.320 21.361
C 11.584 23.549 12.800
O 11.814 23.560 14.322
O 10.892 22.531 12.411
C 11.096 25.021 12.530
F 9.861 25.200 12.899
F 11.802 25.923 13.159
F 11.251 25.389 11.269
C 11.535 22.320 14.986
C 11.864 22.464 16.470
H 12.935 22.388 16.726
H 11.388 23.360 16.888
H 11.451 21.583 16.958
H 12.113 21.450 14.631
H 10.457 22.146 14.828
H 12.596 23.626 12.340
*
```

Results
Orbital gap = 5.14 eV
HOMO energy = -5.63 eV

=====

(3)
The following is a quantum chemistry calculation of a 7-piece molecular cluster, C23H45N7O5 overall at a distorted geometry, from OMol25.

ORCA input file:
```
! RIJCOSX wB97M-V def2-TZVPD def2/J DEFGRID3
* xyz 0 1
C -0.898 -1.262 0.338
C 0.269 -1.802 -0.117
C 1.212 -1.655 0.927
N 0.598 -1.073 1.942
C -0.689 -0.826 1.621
H -1.787 -1.440 -0.167
H 0.462 -2.291 -1.058
H 2.225 -2.113 0.913
H 0.995 -0.701 2.828
H -1.348 -0.325 2.323
C -2.260 3.075 -2.870
C -3.148 3.188 -1.761
C -3.523 1.959 -1.448
N -2.883 1.054 -2.236
C -2.217 1.733 -3.232
H -1.767 3.930 -3.354
H -3.393 4.042 -1.127
H -4.229 1.623 -0.758
H -3.116 0.109 -2.373
H -1.727 1.135 -4.034
C 0.639 -1.879 -5.416
N -0.618 -2.180 -4.536
C -0.607 -3.410 -3.786
C -1.629 -1.348 -4.379
O -2.577 -1.443 -3.604
H 0.757 -0.757 -5.474
H 0.537 -2.363 -6.422
H 1.446 -2.293 -4.855
H 0.087 -4.079 -4.165
H -0.323 -3.118 -2.795
H -1.637 -3.785 -3.809
H -1.356 -0.386 -5.205
C 5.897 -1.304 -2.511
N 4.561 -1.337 -1.931
C 4.356 -0.809 -0.619
C 3.657 -2.170 -2.442
O 2.595 -2.443 -1.969
H 5.776 -1.742 -3.468
H 6.648 -1.827 -1.955
H 6.228 -0.272 -2.693
H 3.314 -0.569 -0.433
H 4.600 -1.536 0.127
H 4.936 0.131 -0.423
H 3.912 -2.435 -3.456
C 0.632 1.961 -0.273
N 1.411 1.637 -1.456
C 2.505 2.500 -1.763
C 1.152 0.589 -2.277
O 1.908 0.248 -3.185
H 0.996 1.550 0.674
H -0.415 1.681 -0.505
H 0.681 3.088 -0.153
H 2.809 2.396 -2.831
H 2.138 3.514 -1.574
H 3.444 2.366 -1.210
H 0.244 0.079 -1.953
C -2.299 3.703 2.154
N -2.903 3.048 3.273
C -4.307 2.683 3.303
C -2.110 2.592 4.288
O -2.416 1.918 5.243
H -3.064 4.271 1.662
H -1.761 3.060 1.427
H -1.745 4.606 2.535
H -4.680 2.611 4.289
H -4.860 3.375 2.707
H -4.465 1.784 2.702
H -1.059 2.882 4.073
C 0.461 -2.913 5.836
N -0.392 -1.723 5.731
C -1.807 -1.930 6.150
C -0.023 -0.647 5.078
O 1.153 -0.469 4.693
H -0.036 -3.802 5.371
H 0.544 -3.191 6.913
H 1.427 -2.780 5.350
H -2.289 -0.960 6.064
H -2.260 -2.560 5.404
H -1.829 -2.368 7.150
H -0.759 0.198 4.974
*
```

Results
Orbital gap = 8.32 eV
Structure (SMILES) = c1cc[nH]c1.c1cc[nH]c1.CN(C)C=O.CN(C)C=O.CN(C)C=O.CN(C)C=O.CN(C)C=O
HOMO energy = -7.59 eV